[1]
ORCA calculation (ωB97M-V/def2-TZVPD) on a molecular structure, InO8P2 in a non-equilibrium geometry.

Frontier orbital gap ... 2.291 eV
LUMO energy ... 5.31 eV
Energy ... -1474.55518 hartree
HOMO level ... 3.02 eV
Relative energy (zero: lowest compared OMol25 entry of this formula, charge and spin) ... 120.4 kcal/mol

```
! wB97M-V def2-TZVPD RIJCOSX def2/J DEFGRID3
* xyz -3 1
In 0.11711 1.70220 2.62896
P 0.35666 2.88741 -2.63531
O -0.20389 3.98019 -3.55738
O 1.29860 3.45805 -1.54769
O 1.05222 1.74676 -3.43412
O -0.85761 2.20087 -1.90791
P -0.33484 -3.29035 2.14367
O -0.12934 -2.78772 3.57327
O 0.74935 -2.65184 1.25335
O -1.49864 -2.47086 1.55187
O -0.54961 -4.77471 1.93130
*
```

Here are the Mulliken charges for atoms 1 to 4, given in e: atom 1 (In): 0.39, atom 2 (P): 0.90, atom 3 (O): -0.75, atom 4 (O): -0.68

---

[2]
ORCA calculation (ωB97M-V/def2-TZVPD) on a molecular structure, LiN3O13S in a non-equilibrium geometry.

Frontier orbital gap ... 2.806 eV
LUMO energy ... 9.02 eV
Energy ... -1547.46509 hartree
HOMO level ... 6.21 eV
Relative energy (zero: lowest compared OMol25 entry of this formula, charge and spin) ... 63.8 kcal/mol

```
! wB97M-V def2-TZVPD RIJCOSX def2/J DEFGRID3
* xyz -4 1
Li -0.81372 -0.26151 0.89495
N -2.30054 -1.31055 -2.22531
O -3.09187 -1.74744 -1.37199
O -2.57694 -1.18024 -3.45135
O -1.20527 -0.98455 -1.81500
N 1.55287 -0.29676 2.76845
O 2.20395 -1.40490 2.77645
O 0.40950 -0.17671 2.74752
O 2.26058 0.66711 2.43445
N -1.87189 2.37790 0.64391
O -1.67439 1.31625 0.10716
O -2.46767 3.33457 0.09938
O -1.58474 2.33403 1.76956
S 2.15675 -0.50046 -1.07574
O 1.13633 -0.84543 -0.05417
O 1.72447 0.14351 -2.28316
O 3.27103 0.28073 -0.48494
O 2.87149 -1.74557 -1.48025
*
```

Here are the Mulliken charges for atoms 1 to 4, given in e: atom 1 (Li): 0.93, atom 2 (N): 0.96, atom 3 (O): -0.76, atom 4 (O): -0.76